No. 1
Entry from the Open Molecules 2025 dataset: a structure of composition C24H25BF6FeN2O5S in a non-equilibrium geometry (wB97M-V/def2-TZVPD).

Output
E_HOMO (alpha / beta) = -11.237 / -11.246 eV
E = -100716.52734 eV
Energy relative to the best compared isomer or geometry (same formula, charge and spin) = 0.000 eV
Strongest force on any atom = 1.23 eV Å⁻¹
2S+1 = 2
Frontier orbital gap (alpha / beta) = 7.14 / 7.14 eV
Net charge = +1

Atoms and positions in Å:
Fe  -0.5890  0.3660  -0.8295
O  1.5186  4.4246  0.1379
C  0.5569  3.5483  -0.1175
O  0.1079  3.2843  -1.1965
C  0.0196  2.8974  1.1325
C  0.2482  3.4041  2.4055
C  -0.3789  2.8019  3.4825
C  -1.2366  1.7340  3.2542
C  -1.3832  1.2845  1.9549
N  -0.7421  1.8260  0.9191
C  -2.2634  0.1555  1.5186
O  -3.1659  -0.3376  2.3460
O  -2.1613  -0.2997  0.4024
H  1.9077  4.7040  -0.7073
H  0.8971  4.2585  2.5303
H  -0.2175  3.1679  4.4872
H  -1.7453  1.2623  4.0851
H  -3.2325  0.1675  3.1666
F  0.9697  -3.6282  -3.8335
C  0.0471  -2.6923  -3.5816
C  0.2576  -1.8263  -2.5247
C  -0.7109  -0.8799  -2.2551
C  -1.8216  -0.7393  -3.0911
C  -1.9834  -1.6456  -4.1356
F  -3.0516  -1.5477  -4.9443
C  -1.0720  -2.6428  -4.3926
C  -2.6290  0.4362  -2.8191
C  -3.7645  0.8626  -3.5035
C  -4.3896  2.0272  -3.1101
C  -3.8820  2.7514  -2.0396
C  -2.7559  2.2791  -1.4056
N  -2.1393  1.1523  -1.7820
H  1.1764  -1.8878  -1.9634
H  -1.2104  -3.3343  -5.2105
H  -4.1397  0.2817  -4.3294
H  -5.2693  2.3719  -3.6368
H  -4.3412  3.6700  -1.7056
H  -2.3117  2.8157  -0.5836
C  0.9634  -4.4368  -0.1543
C  1.5979  -4.1879  1.2060
C  1.1323  -2.9131  1.8938
S  1.5854  -1.3839  1.0342
O  0.3170  -1.0847  0.2176
C  1.5939  -0.3175  2.4926
C  2.9638  -0.3813  3.1716
C  4.0486  0.3503  2.3886
H  1.2755  -5.4019  -0.5499
H  1.2599  -3.6786  -0.8781
H  -0.1262  -4.4288  -0.0919
H  2.6870  -4.1720  1.1206
H  1.3590  -5.0096  1.8853
H  1.5775  -2.8296  2.8864
H  0.0439  -2.8600  1.9891
H  0.7766  -0.6403  3.1413
H  1.4071  0.6861  2.1199
H  3.2539  -1.4230  3.3387
H  2.8580  0.0544  4.1677
H  4.1870  -0.0731  1.3937
H  5.0006  0.2970  2.9146
H  3.7898  1.4014  2.2577
F  3.1391  0.1173  -1.3933
B  2.3462  1.2119  -1.2105
F  2.0947  1.4344  0.1576
F  2.7575  2.3490  -1.8338
F  0.9913  0.8468  -1.7895

Forces on the atoms, in the same order (eV/Å):
Fe -0.759 -0.477 0.842
O 0.020 -0.039 0.050
C 0.051 -0.113 -0.023
O -0.121 0.140 0.051
C -0.046 -0.008 0.002
C -0.072 0.033 0.005
C 0.007 0.022 -0.002
C -0.035 0.012 0.002
C 0.025 -0.023 -0.100
N 0.375 0.080 0.040
C -0.005 -0.031 0.267
O 0.030 -0.005 -0.067
O 0.115 -0.086 -0.437
H -0.013 0.007 -0.033
H 0.011 -0.002 -0.003
H -0.001 0.001 0.000
H -0.007 0.001 0.000
H 0.001 -0.006 0.003
F 0.003 0.001 -0.001
C -0.017 -0.006 0.008
C -0.011 0.025 0.058
C -0.109 -0.433 -0.551
C 0.009 -0.062 -0.024
C 0.023 0.024 -0.008
F -0.010 0.007 0.009
C 0.027 -0.005 0.000
C -0.108 0.085 0.115
C 0.018 -0.060 0.027
C -0.019 0.033 0.001
C -0.011 -0.009 0.017
C 0.017 -0.025 -0.053
N 0.187 0.328 -0.343
H 0.004 0.014 -0.005
H -0.004 -0.001 -0.002
H 0.001 0.000 -0.002
H -0.001 0.001 0.002
H -0.003 0.004 -0.005
H 0.008 0.024 -0.024
C 0.026 0.026 -0.009
C -0.003 -0.020 -0.011
C 0.015 0.054 0.038
S 0.135 -0.132 -0.218
O 0.119 0.494 0.504
C -0.055 -0.039 -0.004
C -0.011 -0.020 0.008
C 0.008 0.010 0.011
H -0.007 -0.010 0.002
H -0.001 -0.041 0.030
H -0.006 0.005 -0.001
H -0.001 0.010 -0.007
H -0.001 -0.006 -0.013
H 0.003 -0.022 0.003
H 0.008 -0.002 -0.008
H 0.006 0.012 0.024
H -0.012 0.013 -0.025
H 0.002 -0.004 -0.002
H -0.014 0.010 -0.012
H -0.002 -0.003 -0.009
H -0.003 -0.014 0.006
H 0.004 0.004 0.004
F -0.001 -0.032 0.008
B 0.144 -0.121 -0.161
F -0.071 -0.004 0.056
F 0.011 0.030 -0.003
F 0.127 0.355 -0.029

Atomic partial charges in e from the Mulliken method, atoms 1 to 6: number 1, Fe, carries 0.3338; number 2, O, carries -0.4918; number 3, C, carries -0.1691; number 4, O, carries -0.4191; number 5, C, carries 0.3904; number 6, C, carries -0.5682

No. 2
Entry from the Open Molecules 2025 dataset: a structure of composition C21H15ClIrN3O8 in a non-equilibrium geometry (wB97M-V/def2-TZVPD).

Output
E_HOMO (alpha / beta) = -8.703 / -8.704 eV
E = -58225.28442 eV
Energy relative to the best compared isomer or geometry (same formula, charge and spin) = 2.227 eV
Strongest force on any atom = 4.95 eV Å⁻¹
Frontier orbital gap (alpha / beta) = 7.01 / 7.07 eV

Atoms and positions in Å:
Ir  -0.7525  -0.8847  2.1089
N  1.5006  -1.1001  1.5086
C  1.8738  -1.9695  0.4769
C  3.1062  -2.6233  0.5904
C  3.5777  -3.4584  -0.3974
C  2.7999  -3.6821  -1.5264
C  1.5718  -3.0677  -1.6403
C  1.0709  -2.1966  -0.6652
C  -0.2896  -1.6817  -0.8722
C  -0.7276  -1.4582  -2.1872
C  -2.0466  -1.1756  -2.4650
C  -2.9835  -1.1187  -1.4409
C  -2.5719  -1.3060  -0.1330
C  -1.2307  -1.5428  0.1653
H  2.0784  -1.2670  2.3301
H  1.5864  -0.0606  1.2816
H  3.7114  -2.4414  1.4664
H  4.5414  -3.9292  -0.2963
H  3.1483  -4.3394  -2.3073
H  0.9639  -3.2950  -2.5008
H  -0.0132  -1.4919  -2.9962
H  -2.3581  -1.0112  -3.4861
H  -4.0202  -0.9188  -1.6610
H  -3.3080  -1.2783  0.6609
Cl  -2.5474  -5.2340  3.1563
C  -1.6416  -4.2835  4.3605
C  -1.2736  -2.9695  3.7077
O  -0.0781  -2.7468  3.4012
O  -2.1552  -2.1209  3.4375
H  -0.7505  -4.8484  4.6295
H  -2.2991  -4.1289  5.2153
O  1.5271  1.4805  1.0866
C  0.3458  1.8345  0.9688
O  -0.6541  1.2427  1.4651
C  0.0842  3.0482  0.1185
C  -1.0310  3.1256  -0.7019
C  -1.1558  4.1990  -1.5826
C  -0.2085  5.2158  -1.6278
C  0.8889  5.1257  -0.7824
C  1.0484  4.0481  0.0822
N  1.9157  6.1448  -0.8160
O  1.7854  7.0424  -1.6199
O  2.8406  6.0289  -0.0397
N  -2.2773  4.2324  -2.4921
O  -3.0193  3.2699  -2.4990
O  -2.3992  5.2113  -3.1985
H  -1.7809  2.3497  -0.6792
H  -0.3183  6.0455  -2.3121
H  1.9252  3.9853  0.7083

Forces on the atoms, in the same order (eV/Å):
Ir 4.497 -1.881 -0.851
N -2.283 1.943 0.879
C 0.048 -1.096 -1.331
C -0.327 0.303 0.085
C -0.165 -0.054 -0.292
C 0.221 0.065 0.190
C 0.096 0.061 0.137
C 0.781 -0.093 0.523
C -0.454 0.083 0.505
C -0.093 -0.071 0.347
C -0.295 0.116 -0.032
C 0.186 -0.206 -0.152
C 0.173 -0.156 0.204
C 0.073 1.425 1.017
H -0.445 -0.064 0.096
H 0.313 -0.463 -0.040
H 0.062 0.028 0.151
H 0.125 -0.079 0.062
H 0.020 -0.091 -0.069
H -0.110 -0.011 -0.043
H 0.074 -0.039 -0.016
H 0.008 0.073 -0.069
H -0.120 0.001 0.002
H 0.041 0.148 0.121
Cl -0.033 -0.113 -0.019
C -0.101 0.095 0.054
C -0.176 0.098 0.088
O 0.023 0.717 -1.263
O -1.179 0.432 -0.255
H -0.107 0.164 0.004
H 0.122 0.013 -0.063
O 0.109 0.296 -0.075
C 0.707 -0.237 -0.178
O -1.712 -1.400 0.125
C -0.020 0.270 0.023
C -0.056 0.147 -0.144
C 1.159 -0.117 0.966
C -0.079 0.002 -0.095
C -0.895 -1.125 0.215
C 0.006 0.212 -0.208
N 0.370 0.433 -0.022
O 0.004 0.146 -0.097
O 0.089 0.068 0.028
N -0.589 -0.018 -0.460
O -0.026 0.058 -0.009
O -0.036 0.059 -0.042
H -0.043 -0.046 -0.016
H 0.015 -0.057 0.035
H 0.025 -0.038 -0.018

Atomic partial charges in e from the Mulliken method, atoms 1 to 6: number 1, Ir, carries 1.1355; number 2, N, carries -0.2311; number 3, C, carries 0.7686; number 4, C, carries -0.6766; number 5, C, carries -0.6982; number 6, C, carries -0.7568

No. 3
Entry from the Open Molecules 2025 dataset: an isolated molecule of C2H6N4O2 in a non-equilibrium geometry (wB97M-V/def2-TZVPD).

Output
E_HOMO = -9.223 eV
E = -12219.02707 eV
Energy relative to the best compared isomer or geometry (same formula, charge and spin) = 7.625 eV
SMILES string = C=NN=C(NO)NO
Strongest force on any atom = 7.31 eV Å⁻¹
Frontier orbital gap = 9.43 eV

Atoms and positions in Å:
C  2.0738  -0.2245  -2.3976
N  1.1461  -0.6849  -1.5464
N  0.8325  0.2119  -0.5315
C  -0.0647  0.1393  0.2591
N  -0.2118  1.0062  1.4092
O  -1.3876  1.8164  1.0694
N  -0.7350  -1.1244  0.5965
O  -2.1010  -1.0821  1.3338
H  2.1167  -0.8624  -3.3813
H  2.5832  0.6805  -1.6356
H  0.5328  1.8032  1.3195
H  -1.9741  1.4014  1.5564
H  -1.1001  -1.6578  -0.2098
H  -1.7107  -1.4228  2.1582

Forces on the atoms, in the same order (eV/Å):
C -2.150 -0.185 4.931
N 0.094 0.139 -2.878
N 5.137 1.902 -3.537
C -3.783 -3.210 5.362
N 1.406 3.090 -1.953
O 4.730 2.478 -3.138
N -2.589 -0.099 -1.049
O 3.032 0.518 -0.290
H 0.797 1.679 2.087
H -0.536 -1.768 -3.606
H -1.343 -2.265 0.192
H -5.112 -3.026 3.753
H 1.059 0.561 0.172
H -0.741 0.186 -0.046

Atomic partial charges in e from the Mulliken method, atoms 1 to 6: number 1, C, carries -0.3253; number 2, N, carries -0.4898; number 3, N, carries 0.1349; number 4, C, carries 0.1619; number 5, N, carries -0.3280; number 6, O, carries -0.3746